{
  "formula": "C42H49As2BCaF4N5O6",
  "method": "ωB97M-V/def2-TZVPD",
  "e_homo_ev": -5.657,
  "orbital_gap_ev": 8.09,
  "molar_mass_g_mol": 996.6,
  "total_charge": -1,
  "elements": ["Ca", "C", "As", "C", "C", "C", "C", "C", "C", "C", "As", "C", "C", "H", "H", "H", "H", "H", "H", "H", "H", "H", "H", "H", "H", "H", "H", "H", "H", "C", "C", "C", "O", "C", "C", "O", "C", "O", "C", "C", "C", "C", "C", "C", "C", "C", "C", "C", "C", "C", "C", "O", "C", "C", "C", "C", "C", "C", "C", "C", "C", "C", "C", "C", "H", "H", "H", "H", "H", "H", "H", "H", "H", "H", "H", "H", "H", "H", "H", "H", "H", "H", "H", "H", "H", "H", "H", "H", "H", "H", "H", "H", "N", "N", "C", "N", "N", "N", "O", "O", "H", "H", "H", "H", "H", "F", "B", "F", "F", "F"],
  "coordinates": [[-0.834, -1.038, 0.634], [0.421, -5.041, 0.806], [0.839, -3.406, -0.171], [2.806, -3.484, -0.128], [0.505, -3.987, -2.009], [1.397, -4.906, -2.562], [1.270, -5.343, -3.870], [0.232, -4.857, -4.647], [-0.664, -3.955, -4.101], [-0.551, -3.505, -2.784], [-1.920, -2.212, -2.169], [-1.721, -0.911, -3.618], [-3.522, -3.165, -2.769], [0.809, -5.905, 0.265], [-0.659, -5.109, 0.912], [0.886, -4.980, 1.790], [3.158, -4.515, -0.070], [3.159, -2.948, 0.753], [3.225, -3.010, -1.014], [2.214, -5.290, -1.963], [1.978, -6.055, -4.275], [0.119, -5.179, -5.676], [-1.469, -3.586, -4.724], [-1.901, -1.362, -4.595], [-0.720, -0.489, -3.567], [-2.439, -0.106, -3.455], [-3.493, -3.352, -3.842], [-4.391, -2.551, -2.532], [-3.609, -4.098, -2.217], [4.721, 1.222, 1.434], [3.715, 2.193, 0.817], [4.364, 3.518, 0.467], [3.141, 1.626, -0.347], [1.913, 0.965, -0.008], [1.755, 1.325, 1.517], [2.632, 2.436, 1.676], [0.444, 1.484, 2.340], [-0.281, 0.330, 2.202], [0.912, 1.626, 3.810], [0.849, 0.504, 4.627], [1.277, 0.559, 5.946], [1.776, 1.740, 6.471], [1.841, 2.868, 5.663], [1.413, 2.809, 4.346], [-0.435, 2.702, 2.014], [-1.812, 2.542, 2.159], [-2.680, 3.610, 1.993], [-2.186, 4.869, 1.684], [-0.820, 5.038, 1.530], [0.047, 3.967, 1.687], [0.870, 1.169, -1.150], [-0.172, 0.308, -0.952], [0.397, 2.619, -1.301], [-0.966, 2.875, -1.382], [-1.439, 4.148, -1.660], [-0.552, 5.195, -1.859], [0.811, 4.955, -1.773], [1.281, 3.678, -1.504], [1.525, 0.705, -2.483], [1.489, 1.428, -3.669], [1.908, 0.859, -4.870], [2.368, -0.443, -4.913], [2.406, -1.183, -3.736], [1.991, -0.610, -2.549], [5.584, 1.118, 0.776], [4.281, 0.234, 1.565], [5.054, 1.589, 2.404], [5.067, 3.381, -0.354], [4.905, 3.913, 1.327], [3.597, 4.231, 0.172], [2.094, -0.118, -0.018], [2.209, 0.463, 2.027], [0.437, -0.405, 4.212], [1.212, -0.325, 6.568], [2.106, 1.787, 7.502], [2.223, 3.801, 6.060], [1.469, 3.696, 3.731], [-2.183, 1.560, 2.423], [-3.746, 3.459, 2.119], [-2.860, 5.707, 1.552], [-0.419, 6.009, 1.264], [1.109, 4.115, 1.550], [-1.643, 2.044, -1.237], [-2.507, 4.321, -1.712], [-0.922, 6.191, -2.074], [1.517, 5.762, -1.934], [2.343, 3.485, -1.496], [1.111, 2.440, -3.680], [1.856, 1.447, -5.779], [2.680, -0.886, -5.851], [2.734, -2.217, -3.749], [1.979, -1.214, -1.652], [-4.162, 0.186, -0.072], [-4.833, -0.241, 1.081], [-4.251, -1.042, 2.011], [-5.070, -1.558, 2.948], [-2.954, -1.202, 1.880], [-2.325, -1.925, 2.882], [-1.330, -2.509, 2.498], [-2.706, -1.900, 4.032], [-3.708, -0.613, -0.517], [-3.457, 0.872, 0.185], [-5.830, -0.314, 0.963], [-5.996, -1.769, 2.612], [-4.673, -2.290, 3.521], [-4.527, -5.309, 0.304], [-3.928, -4.133, 0.727], [-4.687, -3.019, 0.277], [-3.854, -4.086, 2.133], [-2.628, -4.029, 0.188]]
}

=====

{
  "formula": "C32H30N5O4PPdS",
  "method": "ωB97M-V/def2-TZVPD",
  "e_homo_ev": [-13.286, -14.132],
  "e_above_lowest_kcal_mol": 0.0,
  "orbital_gap_ev": [6.94, 3.74],
  "molar_mass_g_mol": 718.1,
  "total_charge": 2,
  "s_squared": 6.03,
  "spin_multiplicity": 5,
  "elements": ["Pd", "O", "C", "C", "C", "C", "C", "C", "C", "P", "C", "C", "C", "C", "C", "C", "C", "C", "C", "C", "C", "C", "H", "H", "H", "H", "H", "H", "H", "H", "H", "H", "H", "H", "H", "H", "O", "C", "N", "S", "O", "O", "C", "C", "C", "C", "C", "C", "H", "H", "H", "H", "C", "N", "C", "N", "C", "N", "C", "N", "C", "C", "H", "H", "H", "H", "H", "H", "H", "H", "H", "H", "H", "H"],
  "coordinates": [[-0.650, -0.841, -0.896], [-2.163, 0.052, -3.718], [-1.319, 0.232, -2.875], [-0.864, 1.628, -2.645], [-1.480, 2.565, -3.471], [-1.146, 3.926, -3.464], [-0.209, 4.431, -2.577], [0.411, 3.500, -1.712], [0.157, 2.120, -1.790], [1.022, 0.954, -0.823], [2.263, 1.945, 0.124], [3.564, 2.200, -0.366], [4.490, 2.969, 0.356], [4.122, 3.517, 1.589], [2.841, 3.276, 2.099], [1.932, 2.479, 1.395], [2.151, 0.035, -1.899], [3.099, -0.828, -1.326], [3.725, -1.804, -2.118], [3.395, -1.915, -3.476], [2.432, -1.055, -4.021], [1.944, 0.003, -3.294], [-2.187, 2.143, -4.191], [-1.659, 4.556, -4.206], [0.066, 5.490, -2.579], [1.143, 3.879, -0.991], [3.846, 1.791, -1.352], [5.480, 3.153, -0.074], [4.859, 4.103, 2.145], [2.557, 3.731, 3.060], [0.952, 2.267, 1.855], [3.369, -0.709, -0.262], [4.432, -2.512, -1.698], [3.866, -2.653, -4.141], [2.076, -1.229, -5.033], [1.386, 0.800, -3.808], [1.705, -0.452, 1.827], [1.187, -1.533, 1.519], [-0.017, -1.744, 0.746], [-0.086, -3.305, 0.106], [-1.411, -3.922, 0.235], [0.521, -3.460, -1.239], [1.017, -3.845, 1.311], [1.234, -5.162, 1.606], [2.108, -5.434, 2.651], [2.760, -4.395, 3.373], [2.585, -3.067, 2.988], [1.665, -2.817, 1.964], [0.694, -5.934, 1.036], [2.290, -6.472, 2.933], [3.438, -4.628, 4.196], [3.113, -2.229, 3.427], [-3.481, -1.281, 0.487], [-4.584, -1.038, 1.420], [-5.376, 0.054, 0.901], [-4.610, 1.295, 0.713], [-3.506, 0.990, -0.182], [-2.615, -0.090, 0.285], [-2.140, 0.353, 1.634], [-3.222, 0.604, 2.572], [-3.993, -0.628, 2.689], [-4.060, 1.646, 2.019], [-3.888, -1.572, -0.496], [-2.873, -2.110, 0.854], [-6.185, 0.236, 1.611], [-5.794, -0.237, -0.059], [-2.893, 1.888, -0.345], [-3.931, 0.722, -1.170], [-1.594, 1.297, 1.506], [-1.490, -0.443, 2.016], [-4.780, -0.491, 3.432], [-3.316, -1.434, 3.023], [-3.479, 2.569, 1.902], [-4.895, 1.869, 2.692]]
}

=====

{
  "formula": "C23H28N4O4S",
  "method": "ωB97M-V/def2-TZVPD",
  "e_homo_ev": -8.477,
  "e_above_lowest_kcal_mol": 37.4,
  "orbital_gap_ev": 8.58,
  "molar_mass_g_mol": 456.6,
  "elements": ["C", "C", "C", "N", "C", "S", "C", "C", "O", "N", "C", "C", "C", "C", "N", "C", "C", "C", "C", "O", "N", "C", "C", "C", "C", "C", "O", "C", "C", "C", "C", "O", "H", "H", "H", "H", "H", "H", "H", "H", "H", "H", "H", "H", "H", "H", "H", "H", "H", "H", "H", "H", "H", "H", "H", "H", "H", "H", "H", "H"],
  "coordinates": [[-5.844, -2.474, 2.266], [-5.407, -1.516, 1.473], [-5.291, -1.663, -0.016], [-3.923, -1.419, -0.450], [-3.469, -0.159, -0.674], [-4.580, 1.177, -0.466], [-3.368, 2.515, -0.608], [-2.229, 2.256, 0.380], [-2.414, 1.682, 1.436], [-1.034, 2.749, 0.027], [-0.684, 3.453, -1.191], [0.733, 3.960, -0.925], [1.319, 2.876, -0.023], [0.134, 2.493, 0.858], [-2.269, 0.148, -1.026], [-1.340, -0.846, -1.088], [-0.011, -0.518, -1.360], [0.967, -1.492, -1.362], [2.370, -1.020, -1.571], [2.618, 0.032, -2.136], [3.330, -1.826, -1.066], [4.723, -1.455, -1.022], [5.115, -0.944, 0.379], [4.545, 0.452, 0.684], [4.063, 0.325, 2.128], [3.667, -1.148, 2.181], [4.613, -1.828, 1.378], [0.616, -2.833, -1.152], [-0.695, -3.173, -0.910], [-1.683, -2.187, -0.854], [-3.067, -2.526, -0.540], [-3.490, -3.649, -0.362], [-5.912, -2.341, 3.332], [-6.155, -3.431, 1.879], [-5.082, -0.563, 1.868], [-5.946, -0.949, -0.526], [-5.544, -2.682, -0.318], [-3.902, 3.429, -0.345], [-3.025, 2.554, -1.639], [-0.695, 2.765, -2.046], [-1.382, 4.271, -1.387], [0.694, 4.911, -0.393], [1.300, 4.094, -1.843], [1.646, 2.029, -0.626], [2.166, 3.232, 0.561], [0.083, 3.115, 1.760], [0.138, 1.446, 1.170], [0.254, 0.509, -1.553], [3.073, -2.590, -0.462], [4.889, -0.671, -1.763], [5.324, -2.333, -1.272], [6.210, -0.952, 0.457], [5.295, 1.228, 0.554], [3.708, 0.663, 0.019], [3.232, 0.986, 2.361], [4.882, 0.516, 2.822], [3.711, -1.581, 3.181], [2.651, -1.286, 1.778], [1.364, -3.611, -1.205], [-0.989, -4.199, -0.747]]
}

=====

Which formula does entry 1 have?
C42H49As2BCaF4N5O6